Formula: C2H16O6
Source: the Open Molecules 2025 dataset
Level of theory: the ωB97M-V functional and the def2-TZVPD basis

## Properties
HOMO = -9.89 eV
SMILES = CCO.O.O.O.O.O
Orbital gap = 9.92 eV
Energy relative to the best compared isomer or geometry (same formula, charge and spin) = 11.2 kcal per mole

```
! RIJCOSX wB97M-V def2-TZVPD def2/J DEFGRID3
* xyz 0 1
O -11.2689 -18.5659 -10.7492
O -8.1182 -18.4326 -14.6485
O -12.6309 -16.8387 -12.7528
O -9.8660 -16.2385 -9.8765
O -10.8402 -14.3097 -13.1370
O -8.8232 -16.2766 -12.5377
C -5.9564 -17.4338 -14.8907
C -7.3951 -17.4391 -15.3791
H -5.3801 -16.6795 -15.4326
H -7.4246 -17.6203 -16.4602
H -11.5546 -17.9226 -11.4168
H -5.9229 -17.1450 -13.8403
H -8.7248 -18.8837 -15.2407
H -7.8747 -16.4615 -15.2391
H -12.0972 -16.0383 -12.8656
H -5.5246 -18.4154 -15.0447
H -9.5472 -15.7399 -12.8984
H -13.5392 -16.5553 -12.8937
H -8.4728 -16.7803 -13.2844
H -11.1139 -19.3790 -11.2371
H -10.6885 -13.5415 -12.5737
H -9.5396 -16.3786 -10.7816
H -11.3278 -13.9766 -13.8990
H -10.2240 -17.1013 -9.6388
*
```

Formula: C2H17FO7Pb
Source: the Open Molecules 2025 dataset
Level of theory: the ωB97M-V functional and the def2-TZVPD basis

## Properties
HOMO (spin up / spin down) = -11.87 / -11.82 eV
Orbital gap (spin up / spin down) = 8.58 / 5.92 eV

```
! RIJCOSX wB97M-V def2-TZVPD def2/J DEFGRID3
* xyz 1 2
Pb 0.5196 -0.0311 -0.6960
F 1.1151 -1.4895 -2.7559
O -0.3522 1.2981 -2.8136
O 1.2276 0.4635 1.6921
O -1.3939 1.7611 0.0209
O 1.5853 2.4046 -0.5904
O 3.2215 -0.0759 -1.0088
O 1.0650 -2.1022 0.4749
O -2.0043 -1.1051 -0.7157
C -1.8455 -1.3047 1.7933
C -2.6009 -1.6494 0.4499
H 2.0858 0.4512 2.1159
H 2.1553 2.7493 -1.2778
H -2.0594 1.1603 -0.3143
H 1.9092 -1.8151 0.8232
H -2.5257 -1.6508 2.5715
H 3.7623 0.0074 -1.7942
H 0.6944 1.0334 2.2462
H -0.8783 -1.7860 1.9384
H -0.6262 2.2059 -2.9436
H -0.8974 0.7940 -3.4177
H 3.7731 -0.5505 -0.3869
H -2.6969 -2.7312 0.5425
H -1.6934 -0.2343 1.9319
H -3.6441 -1.3467 0.5406
H -1.8864 2.5329 0.3004
H 0.4825 -2.1106 1.2344
H 1.5078 3.1216 0.0390
*
```

Formula: C2H17N2O5
Source: the Open Molecules 2025 dataset
Level of theory: the ωB97M-V functional and the def2-TZVPD basis

## Properties
HOMO (spin up / spin down) = -16.92 / -16.92 eV
Orbital gap (spin up / spin down) = 8.91 / 5.27 eV
Energy relative to the best compared isomer or geometry (same formula, charge and spin) = 61.8 kcal per mole

```
! RIJCOSX wB97M-V def2-TZVPD def2/J DEFGRID3
* xyz 2 2
O 1.1235 1.8964 -1.2222
O -0.7054 -2.1071 -1.8139
O -2.2281 0.3198 0.6954
O -0.7449 0.6283 -2.8127
O -1.1604 2.5163 1.1496
N -0.2826 -1.2657 1.5835
N 2.9762 -0.5150 0.4104
C 1.1192 -1.2760 1.4801
C 1.6241 -0.5030 0.4735
H -0.5631 -1.9295 0.9049
H -1.3135 2.3477 2.0811
H 1.0500 0.2617 -0.3033
H -0.3339 -2.2126 -0.9776
H 3.4146 -0.1346 -0.3843
H 0.4818 2.2963 -1.7848
H -1.8774 1.1821 0.4248
H -1.1673 -2.9175 -2.0273
H -0.6126 -1.6211 2.5302
H -0.8155 -0.2482 -3.3794
H 1.4223 2.7829 -0.9043
H -3.1522 0.3400 0.5086
H -0.7592 -0.2296 1.5576
H -1.7684 3.0557 0.6593
H 1.6967 -2.0671 2.0722
H -1.0983 0.2728 -1.9957
H 3.6744 -0.8728 1.0743
*
```

Formula: C2H17NO5
Source: the Open Molecules 2025 dataset
Level of theory: the ωB97M-V functional and the def2-TZVPD basis

## Properties
HOMO = -8.50 eV
SMILES = CCN.O.O.O.O.O
Orbital gap = 8.93 eV
Energy relative to the best compared isomer or geometry (same formula, charge and spin) = 56.8 kcal per mole

```
! RIJCOSX wB97M-V def2-TZVPD def2/J DEFGRID3
* xyz 0 1
O 2.5950 2.5150 0.6562
O -2.2682 -0.6250 -1.3710
O -1.8624 1.9137 -0.3271
O 0.5629 2.3906 -1.3508
O 1.8040 -0.3397 -1.3864
N -0.2976 -0.2706 0.8859
C -0.0543 -2.6311 0.8331
C -0.4203 -1.5034 1.7011
H 0.8574 -3.1743 1.2388
H 2.1169 2.7111 1.4727
H 1.0332 1.6442 -1.7632
H 0.0634 -2.4504 -0.1846
H 2.5054 -0.9371 -1.4846
H 0.5478 -0.3615 0.2871
H -2.2529 0.3381 -1.3413
H 2.2219 1.6771 0.4175
H -0.8331 -3.3255 0.8551
H 1.3174 2.9196 -1.1148
H 1.0083 -0.9258 -1.5298
H -1.1665 -0.0039 0.5026
H -2.2075 2.6998 -0.0726
H 0.2178 -1.3759 2.5394
H -1.3332 -1.6269 2.3064
H -0.9949 1.7367 -0.1821
H -3.1606 -0.9947 -1.5878
*
```

Number 1: maximum force 0.0139 Eh/bohr, E_tot -14618.69990 eV. Number 2: maximum force 0.0727 Eh/bohr, E_tot -24639.23132 eV. Number 3: maximum force 0.0891 Eh/bohr, E_tot -15547.26488 eV. Number 4: maximum force 0.1107 Eh/bohr, E_tot -14076.21293 eV.